Entry a
Density functional theory data (wB97M-V/def2-TZVPD) for C2H5N3O3 as an isolated structure.

Structure (XYZ):
```
13
Properties=species:S:1:pos:R:3
C -1.357 -0.113 0.019
C 0.796 0.749 0.198
H -1.944 -2.033 -0.149
H -3.539 -0.657 -0.615
H -0.560 1.787 0.135
H 2.797 0.917 -0.240
H 3.101 -1.194 0.996
N -2.436 -1.115 -0.233
N 0.494 2.025 -0.050
N 2.047 0.200 -0.494
O -1.808 1.087 0.052
O -0.055 -0.542 0.451
O 2.464 -1.109 -0.070
```

Properties
E_HOMO, eV: -9.7
LUMO level, Ha: -0.0012

Here are the Mulliken charges for atoms 1 to 4, given in e:
1. C 0.653
2. C 0.236
3. H 0.263
4. H 0.354

=====

Entry b
Density functional theory data (wB97M-V/def2-TZVPD) for an isolated molecule of C2H5N3O3.

Structure (XYZ):
```
13
Properties=species:S:1:pos:R:3
C 1.522 -0.153 -0.156
C -0.790 0.574 0.086
H 3.036 -1.371 0.523
H 1.435 -1.739 1.150
H 3.034 1.087 -0.296
H -2.820 0.805 0.432
H -2.608 -1.421 -0.867
N 2.076 -1.199 0.578
N 2.135 0.868 -0.717
N -2.127 0.262 -0.158
O 0.081 -0.345 -0.480
O -0.407 1.471 0.737
O -2.307 -1.051 -0.061
```

Properties
E_HOMO, eV: -9.6
LUMO level, Ha: 0.0258
SMILES: [H]/N=C(\N)OC(=O)NO

Here are the Mulliken charges for atoms 1 to 4, given in e:
1. C 0.675
2. C 0.450
3. H 0.195
4. H 0.222

=====

Which structure wins on stability? entry b wins.